DFT (ωB97M-V/def2-TZVPD) results for a cluster of 3 separate species, C3H12O3S in total.

Results
SMILES ... OCCCS.O.O
E_HOMO ... -9.11 eV
2S+1 ... 1
LUMO level ... 0.0210 hartree
DFT total energy ... -20282.0909 eV
Energy above the lowest of the compared OMol25 structures with the same formula, charge and spin ... 1.293 eV

XYZ file:
```
19
Properties=species:S:1:pos:R:3:forces:R:3:mulliken_charge:R:1
O -1.650740 -0.781350 1.380785 -0.19 0.50 0.37 -0.50
C -2.998648 -0.735192 0.940288 -0.10 -1.62 -0.83 -0.68
C -3.318373 0.422380 -0.010546 1.24 -1.54 0.38 -0.41
C -2.410848 0.379255 -1.225361 2.31 -1.12 0.69 -0.61
S -2.290331 1.881040 -2.196057 -0.36 -0.28 -0.11 -0.22
H -1.401453 0.084650 1.724049 -0.01 -0.05 0.08 0.33
H -3.094901 -1.707781 0.441780 -0.03 0.19 -0.45 0.33
H -3.764485 -0.867089 1.714127 0.34 0.74 0.49 0.30
H -4.277319 0.174127 -0.425973 -1.10 0.84 0.46 0.37
H -3.166035 1.290194 0.632396 -0.67 0.60 -0.70 0.29
H -2.409569 -0.610105 -1.706772 -1.61 0.41 -0.93 0.39
H -1.373999 0.121569 -0.943820 0.13 1.27 0.70 0.30
H -3.615130 2.072360 -2.294953 0.04 0.07 -0.15 0.10
O 5.986132 -2.220548 0.063865 0.34 -1.15 0.05 -0.62
H 5.102201 -1.955031 -0.180916 -0.03 0.62 0.04 0.32
H 6.526382 -1.476526 0.314583 -0.32 0.49 -0.14 0.31
O 5.870849 1.115142 0.262922 0.52 -0.05 0.67 -0.61
H 6.501839 0.797203 0.926535 -0.12 -0.32 -0.30 0.30
H 5.784425 2.015694 0.583068 -0.39 0.41 -0.31 0.30
```
Forces are in eV/Å.